No. 1
Here is a cluster of 5 separate species, C10H30O5S2 in total at a distorted geometry from the OMol25 dataset. Energies are from ωB97M-V/def2-TZVPD.

As for the energy above the lowest of the compared OMol25 structures with the same formula, charge and spin: 73.92 kJ/mol. As for the frontier orbital gap: 9.7 eV. The calculation puts the LUMO energy at 0.5 eV. For the strongest force on any atom, the calculation gives 0.198 Eh/bohr. The net charge is 0. The calculated total energy is -1571.25082 Ha.

The geometry in XYZ format:
```
47
Properties=species:S:1:pos:R:3:forces:R:3:nbo_charge:R:1
C 4.997762 2.979154 -2.151949 1.893 -3.665 2.102 -0.63
C 3.937579 1.916000 -2.202342 -2.959 -0.809 2.668 -0.04
O 4.581895 0.688583 -2.393146 0.387 -2.196 -0.523 -0.75
H 5.488559 2.933191 -1.123346 -0.147 -0.053 -1.576 0.21
H 4.682130 3.907856 -2.264230 -2.097 4.236 -0.333 0.21
H 5.693816 2.858176 -2.972375 0.455 -0.501 0.058 0.22
H 3.147712 2.129614 -2.992408 0.818 -0.303 0.811 0.15
H 3.353707 1.760142 -1.092928 1.219 1.139 -2.928 0.15
H 4.094357 -0.158123 -2.168963 0.406 2.132 -0.255 0.48
C 0.004178 1.178705 0.556260 -5.629 0.127 2.835 -0.64
C -0.312083 1.610828 1.985825 2.183 -0.993 -1.748 -0.04
O 0.699134 1.349773 2.890973 1.356 -2.766 1.230 -0.75
H 0.080527 0.218546 0.323496 0.785 -4.949 0.275 0.21
H 0.817255 1.569883 0.246685 5.495 3.366 -2.293 0.19
H -0.843249 1.317761 -0.070279 -0.867 1.431 -0.706 0.21
H -1.171071 1.221892 2.376202 -2.886 -0.953 0.533 0.14
H -0.344599 2.636501 1.927789 -0.631 2.570 0.095 0.16
H 0.783136 0.325606 2.956823 0.315 2.366 -0.344 0.49
C -5.187664 -0.414289 -0.194650 -3.775 -0.419 -1.623 -0.65
C -3.701235 -0.845118 -0.026687 -4.523 1.312 -9.044 -0.03
O -3.010446 0.029748 -0.872018 3.021 0.424 -1.266 -0.77
H -5.569711 -0.460528 -1.339727 1.382 -0.164 2.382 0.20
H -5.668711 0.580345 0.088127 1.917 -0.633 0.036 0.22
H -5.985804 -1.062105 0.317182 1.543 0.158 -0.474 0.20
H -3.605642 -1.835867 -0.367294 -0.057 -1.506 -0.707 0.16
H -3.437085 -0.856828 0.852481 2.973 0.580 9.307 0.14
H -2.116180 -0.325161 -1.255879 -2.490 0.076 1.410 0.50
C -0.348703 -1.856368 4.316317 -4.487 0.408 2.119 -0.92
S 1.134882 -2.405442 3.503684 -0.232 0.732 1.393 1.31
O 1.496874 -1.290690 2.606876 0.278 0.200 -0.757 -0.99
C 2.055091 -2.146967 5.039758 3.124 -1.859 -0.045 -0.85
H -0.809728 -2.658065 5.091836 1.478 1.670 -1.720 0.24
H -1.281285 -1.595390 3.692019 1.714 -0.965 -0.050 0.26
H -0.303327 -0.848923 4.862335 0.879 -1.464 -0.498 0.25
H 3.079800 -2.714698 4.970416 -1.307 1.690 -0.581 0.24
H 1.697460 -2.846102 5.765282 -1.196 0.009 0.783 0.23
H 2.183791 -1.114861 5.421454 -0.349 -0.610 -0.571 0.26
C 0.325730 -0.236248 -3.527884 0.440 4.593 1.965 -0.91
S -0.826408 -1.620475 -3.529929 -1.715 -0.422 -0.446 1.25
O -1.188952 -1.919838 -2.111313 0.771 0.179 0.238 -0.99
C -2.404579 -0.813431 -4.091186 0.610 -1.797 0.573 -0.81
H -0.022497 0.580279 -2.570174 0.596 -2.274 -2.923 0.24
H 0.528909 0.453762 -4.500315 -0.826 -2.077 2.119 0.27
H 1.320818 -0.538123 -3.093179 -1.056 -0.291 -0.807 0.26
H -3.302069 -1.390913 -4.400158 0.743 -0.293 1.467 0.26
H -2.246100 -0.345771 -4.955836 1.441 1.660 -4.220 0.21
H -2.497972 0.053980 -3.523626 -0.993 0.902 2.037 0.24
```
Forces are in eV/Å.

=====

No. 2
Here is a cluster of 5 separate species, C10H30O5S5 in total at a distorted geometry from the OMol25 dataset. Energies are from ωB97M-V/def2-TZVPD.

As for the energy above the lowest of the compared OMol25 structures with the same formula, charge and spin: 475.79 kJ/mol. As for the frontier orbital gap: 8.5 eV. The calculation puts the LUMO energy at 0.1 eV. For the strongest force on any atom, the calculation gives 0.190 Eh/bohr. The net charge is 0. The calculated total energy is -2765.78716 Ha.

The geometry in XYZ format:
```
50
Properties=species:S:1:pos:R:3:forces:R:3:nbo_charge:R:1
C 14.229000 7.019000 2.243000 -1.738 1.645 -1.118 -0.81
S 13.112000 5.887000 3.076000 2.209 -2.518 2.009 1.17
O 14.010000 4.644000 3.535000 -2.158 3.088 -1.290 -0.96
C 12.824000 6.845000 4.598000 0.129 1.569 1.461 -0.86
H 13.606000 7.936000 1.820000 1.131 -1.934 0.838 0.23
H 14.680000 6.472000 1.398000 0.069 0.347 0.628 0.25
H 14.871000 7.395000 3.020000 0.790 -0.010 -0.146 0.24
H 13.669000 7.366000 5.275000 -1.336 -1.899 -1.864 0.24
H 12.153000 6.209000 5.180000 0.669 -0.393 0.329 0.24
H 12.113000 7.664000 4.447000 0.150 0.137 -0.855 0.26
C 4.464000 11.283000 1.961000 4.221 -0.455 -3.499 -0.84
S 5.452000 11.851000 3.306000 0.651 1.785 0.244 1.29
O 6.067000 10.654000 3.894000 0.581 -1.032 0.143 -1.01
C 6.734000 12.673000 2.336000 -2.759 0.091 -3.085 -0.83
H 3.693000 10.923000 2.457000 -3.968 -2.102 1.861 0.22
H 5.088000 10.432000 1.468000 -1.125 1.231 0.897 0.22
H 4.141000 11.931000 1.144000 0.214 0.484 0.487 0.25
H 6.956000 11.987000 1.423000 -0.524 1.456 1.265 0.22
H 7.632000 12.754000 2.848000 1.397 0.551 1.336 0.24
H 6.211000 13.689000 2.067000 1.458 -1.802 0.170 0.24
C 9.395000 10.608000 2.187000 0.707 1.240 -0.196 -0.91
S 9.914000 8.919000 2.032000 0.174 0.146 0.315 1.26
O 9.974000 8.424000 3.441000 0.038 -0.228 -0.143 -1.01
C 8.390000 8.343000 1.359000 -3.749 8.810 -2.045 -0.82
H 10.223000 11.101000 2.761000 -0.969 -0.577 0.248 0.25
H 8.374000 10.488000 2.799000 2.073 1.142 -1.689 0.29
H 9.641000 11.165000 1.157000 -1.827 -1.224 1.855 0.25
H 8.185000 8.774000 0.225000 0.908 -1.268 2.798 0.23
H 7.382000 8.680000 1.942000 2.621 -0.414 -0.856 0.23
H 8.382000 7.403000 1.398000 0.046 -7.849 -0.181 0.21
C 3.959000 7.562000 2.994000 -4.950 -3.884 -0.067 -0.86
S 4.160000 8.362000 4.478000 -1.109 -0.987 3.159 1.26
O 3.106000 7.728000 5.379000 1.108 0.818 -0.502 -0.99
C 5.796000 7.644000 4.966000 -1.027 -3.276 1.382 -0.82
H 4.206000 6.479000 3.013000 -0.539 0.353 0.670 0.25
H 4.698000 7.872000 2.449000 3.937 2.419 -4.043 0.21
H 2.886000 7.641000 2.513000 2.277 0.346 1.093 0.25
H 6.576000 7.974000 4.356000 1.181 1.111 -0.892 0.23
H 5.933000 6.403000 4.918000 -1.109 3.239 0.154 0.23
H 5.905000 7.978000 6.026000 0.110 -0.272 -0.915 0.24
C 7.718000 2.985000 4.388000 -1.012 3.005 0.243 -0.79
S 8.434000 3.831000 2.941000 -3.455 1.326 -0.886 1.19
O 7.178000 4.517000 2.315000 2.142 -0.933 0.538 -1.00
C 9.387000 5.181000 3.691000 -0.977 -1.256 0.806 -0.82
H 7.054000 3.662000 5.005000 0.631 -0.442 -1.060 0.24
H 8.510000 2.755000 4.987000 2.371 -0.799 1.836 0.21
H 7.207000 2.093000 4.199000 -0.778 -1.168 -1.048 0.24
H 9.773000 5.742000 2.886000 1.223 0.020 -1.139 0.24
H 10.110000 4.596000 4.295000 -0.025 1.174 -0.051 0.23
H 8.766000 5.972000 4.132000 -0.084 -0.808 0.806 0.26
```
Forces are in eV/Å.